35
Properties=species:S:1:pos:R:3 method="wB97M-V/def2-TZVPD" e_lumo_ev=0.6579 energy_ev=-113160.80100 multiplicity=1 total_charge=-1 relative_energy_ev=0.000 e_homo_ev=-7.18
O -2.54 0.26 2.65
V -1.00 0.51 2.91
O -0.81 1.56 4.11
O 3.36 2.99 0.48
V 1.86 2.87 0.87
O 1.36 4.38 1.21
O 1.85 -2.34 0.02
V 1.85 -1.14 1.10
O 3.40 -0.87 1.32
C 0.09 0.85 0.38
O -0.47 -0.24 0.67
O 1.41 0.76 0.24
O -0.16 1.83 1.19
C 0.75 -1.43 3.46
O 1.08 -0.23 3.11
O 1.32 -2.42 2.87
O -0.51 -1.51 3.77
O -1.70 -2.83 1.30
H -1.36 -1.96 1.07
H -2.31 -3.04 0.59
O 2.29 2.15 2.90
H 1.80 1.33 3.14
H 2.90 2.32 3.62
C -0.15 -0.71 -2.93
C -1.53 -0.21 -3.30
C -1.59 0.37 -4.70
O -2.47 -1.31 -3.30
H 0.56 0.12 -2.78
H 0.19 -1.32 -3.77
H -0.11 -1.33 -2.03
H -1.92 0.54 -2.60
H -0.93 1.24 -4.78
H -2.61 0.70 -4.90
H -1.30 -0.35 -5.47
H -2.60 -1.54 -2.38



19
Properties=species:S:1:pos:R:3 method="wB97M-V/def2-TZVPD" e_lumo_ev=0.7064 energy_ev=-9469.54440 multiplicity=1 total_charge=0 relative_energy_ev=5.591 e_homo_ev=-6.66
C -2.07 0.40 1.77
C -0.67 0.03 1.29
C -0.50 0.14 -0.21
O -1.16 1.19 -0.80
C 1.47 -0.70 -0.35
C 1.79 -1.09 -1.77
O 1.17 0.82 -0.39
H -2.32 1.45 1.58
H -2.84 -0.21 1.28
H -2.14 0.24 2.85
H 0.07 0.68 1.76
H -0.40 -0.99 1.57
H -0.73 -0.73 -0.82
H -1.06 1.98 -0.25
H 2.37 -0.77 0.27
H 0.91 -1.03 -2.43
H 2.57 -0.46 -2.25
H 2.15 -2.12 -1.81
H 1.39 1.18 -1.27



19
Properties=species:S:1:pos:R:3 method="wB97M-V/def2-TZVPD" e_lumo_ev=0.8243 energy_ev=-9473.37296 multiplicity=1 total_charge=0 relative_energy_ev=1.763 e_homo_ev=-9.57 smiles=CC[C@@H](C)C(O)O
C 1.80 1.13 0.59
C 0.33 1.10 -0.32
C 0.01 -0.27 -0.72
C 0.85 -1.46 -0.35
C -1.64 -0.49 -0.09
O -1.66 -0.84 1.26
O -2.48 0.61 -0.33
H 2.04 2.18 0.71
H 2.63 0.66 0.05
H 1.63 0.67 1.56
H -0.37 1.67 0.28
H 0.55 1.71 -1.19
H -0.19 -0.29 -1.80
H 0.34 -2.38 -0.64
H 0.99 -1.53 0.73
H 1.81 -1.44 -0.86
H -2.03 -1.36 -0.63
H -1.26 -0.11 1.75
H -3.36 0.43 0.02



19
Properties=species:S:1:pos:R:3 method="wB97M-V/def2-TZVPD" e_lumo_ev=0.7774 energy_ev=-9472.72797 multiplicity=1 total_charge=0 relative_energy_ev=2.408 e_homo_ev=-8.93 smiles="C=C(O)[C@H](O)CC.[H][H]"
C -1.57 -0.54 -1.85
C -1.12 -0.43 -0.60
O -1.92 -0.40 0.49
C 0.35 -0.33 -0.25
O 0.89 -1.64 -0.24
C 0.69 0.40 1.05
C 2.19 0.38 1.34
H -2.63 -0.58 -2.09
H -0.86 -0.60 -2.68
H -2.83 -0.58 0.21
H 0.85 0.19 -1.08
H 0.45 -2.10 0.50
H 0.15 -0.08 1.88
H 0.32 1.43 1.01
H 2.57 -0.64 1.35
H 2.75 0.93 0.56
H 2.42 0.85 2.30
H -1.31 2.10 -0.66
H -1.39 1.64 -1.25